[1]
Formula: C60H49N14O6PTi
Source: OMol25
Level of theory: ωB97M-V/def2-TZVPD

Values from the calculation:
- Kohn-Sham gap: 0.2237 Eh
- Relative energy (zero: lowest compared OMol25 entry of this formula, charge and spin): 0.000 eV
- Total charge: +2

The geometry in XYZ format:
```
131
C60H49N14O6PTi | OMol25 | ωB97M-V/def2-TZVPD
Ti -0.1238 0.7536 0.1695
O 0.1669 -0.6561 2.4620
N -0.8527 0.2388 2.0549
C -1.5409 0.6672 3.0197
C -2.6278 1.6504 2.9089
C -3.2281 1.9331 4.1297
C -4.2693 2.8418 4.2174
C -4.7215 3.4642 3.0674
C -4.1268 3.1862 1.8411
C -3.0760 2.2856 1.7336
P -2.3508 2.0636 0.0612
C -3.6472 1.3543 -0.9945
C -3.3362 1.1848 -2.3527
C -4.2728 0.6620 -3.2298
C -5.5242 0.2804 -2.7578
C -5.8302 0.4201 -1.4098
C -4.8958 0.9524 -0.5261
C -2.2140 3.8184 -0.4874
C -1.6981 4.7496 0.4223
C -1.5232 6.0764 0.0585
C -1.8531 6.4964 -1.2251
C -2.3598 5.5809 -2.1367
C -2.5429 4.2482 -1.7717
H 0.2592 -1.2819 1.8489
H -1.3138 0.2614 3.9984
H -2.8705 1.4333 5.0252
H -4.7195 3.0611 5.1775
H -5.5390 4.1759 3.1177
H -4.4889 3.6890 0.9518
H -2.3568 1.4639 -2.7293
H -4.0252 0.5441 -4.2797
H -6.2590 -0.1285 -3.4425
H -6.8036 0.1158 -1.0395
H -5.1536 1.0504 0.5226
H -1.4480 4.4438 1.4307
H -1.1304 6.7840 0.7802
H -1.7291 7.5371 -1.5076
H -2.6287 5.9005 -3.1369
H -2.9623 3.5690 -2.4960
C 5.0534 1.6427 1.7727
N 3.9305 1.0876 1.0067
C 2.7577 0.7338 1.4266
N 2.0204 0.3169 0.4166
C 2.8748 0.4766 -0.6714
N 4.0563 0.9393 -0.3550
C 4.7460 1.6537 3.2215
C 4.8102 2.8322 3.9458
C 4.5366 2.8259 5.3105
C 4.1599 1.6456 5.9360
C 4.0898 0.4602 5.1926
C 4.4047 0.4646 3.8630
C 3.6183 -0.7766 5.8444
N 3.2597 -0.9328 7.0507
N 2.8168 -2.2756 7.1536
C 2.9452 -2.7882 5.9841
O 3.4597 -1.9049 5.0830
C 2.5328 -4.1299 5.5004
C 1.8239 -4.9650 6.3600
C 1.3452 -6.1739 5.8972
C 1.5262 -6.5496 4.5707
C 2.2308 -5.7386 3.6930
C 2.3128 -6.0872 2.2100
N 1.4494 -5.2337 1.3811
C 1.6058 -3.9472 1.0712
N 0.5302 -3.4633 0.5193
C -0.2962 -4.5424 0.5173
N 0.2046 -5.6487 1.0286
C 2.7708 -4.5277 4.1743
H 5.2360 2.6459 1.4018
H 5.9317 1.0536 1.5338
H 2.4474 0.7706 2.4564
H 2.5947 0.2177 -1.6815
H 5.0923 3.7588 3.4523
H 4.6090 3.7437 5.8837
H 3.9167 1.6224 6.9938
H 4.4022 -0.4752 3.3137
H 1.6495 -4.6501 7.3844
H 0.7982 -6.8248 6.5699
H 1.1110 -7.4889 4.2154
H 1.9753 -7.1020 2.0398
H 3.3269 -5.9761 1.8329
H 2.5215 -3.4002 1.2568
H -1.3002 -4.5202 0.1125
H 3.3524 -3.8847 3.5192
C -1.4771 -9.1128 0.1849
O -0.8342 -8.0361 -0.5124
C -1.6118 -7.2268 -1.2623
C -2.9894 -7.3469 -1.3518
C -3.6895 -6.4720 -2.1789
C -3.0465 -5.4512 -2.8485
C -1.6559 -5.3484 -2.7673
C -0.9423 -6.2399 -1.9945
N -3.9340 -4.6182 -3.6561
N -3.6840 -3.4274 -3.9336
C -2.6772 -2.6360 -3.2474
C -1.7493 -1.9887 -4.0019
C -0.7950 -1.1136 -3.4148
C -0.8635 -0.8859 -2.0996
O -0.0317 -0.0181 -1.3954
C -1.8499 -1.4541 -1.3094
N -1.8634 -1.0377 -0.0015
C -2.7903 -1.5369 0.7864
C -3.7737 -2.4284 0.3354
C -3.7833 -2.8065 -0.9778
C -2.7753 -2.3393 -1.8503
H -0.6848 -9.6711 0.6674
H -2.0080 -9.7617 -0.5100
H -2.1676 -8.7331 0.9367
H -3.5210 -8.1194 -0.8114
H -4.7670 -6.5667 -2.2915
H -1.1219 -4.6163 -3.3551
H 0.1428 -6.2070 -1.9485
H -1.7268 -2.1781 -5.0694
H -0.0445 -0.6111 -4.0165
H -2.7853 -1.2133 1.8219
H -4.5250 -2.7856 1.0286
H -4.5728 -3.4461 -1.3528
C 1.8010 4.8387 -3.2425
N 1.4883 4.2310 -1.9308
C 1.8822 4.8084 -0.7625
C 1.6107 4.2998 0.4633
C 0.8699 3.1052 0.4572
O 0.4555 2.4225 1.4640
N 0.5309 2.5073 -0.7020
C 0.7866 3.0295 -1.9617
O 0.4424 2.5218 -3.0048
H 2.0867 5.8759 -3.0818
H 0.9244 4.7897 -3.8769
H 2.6096 4.3002 -3.7267
H 2.4326 5.7326 -0.8772
H 1.9167 4.7825 1.3820
```



[2]
Formula: C60H50HfNO2P2SSe
Source: OMol25
Level of theory: ωB97M-V/def2-TZVPD

Values from the calculation:
- Kohn-Sham gap: 0.1568 Eh
- Relative energy (zero: lowest compared OMol25 entry of this formula, charge and spin): 1.961 eV
- Total charge: +3

The geometry in XYZ format:
```
118
C60H50HfNO2P2SSe | OMol25 | ωB97M-V/def2-TZVPD
Hf 0.8487 -0.2880 2.3647
C -0.7315 -1.0529 7.0779
C -0.2790 0.1650 6.3450
C -0.6574 1.4324 7.1728
C -0.8117 0.2056 4.9183
C -1.2651 1.4182 4.3316
C -1.8855 1.3563 3.0939
C -2.0063 0.1334 2.3447
C -2.8344 0.0702 1.0744
C -1.3139 -1.0428 2.8548
C -0.7439 -0.9804 4.1465
H -0.3367 -1.0276 8.0973
H -0.4102 -1.9778 6.6086
H -1.8274 -1.0380 7.1712
H 0.8491 0.1574 6.1846
H -1.7244 1.6669 7.0982
H -0.1128 2.3437 6.8336
H -0.4293 1.2682 8.2400
H -1.0209 2.3500 4.8259
H -2.3320 2.2788 2.6802
H -2.2222 -0.0534 0.1913
H -3.3892 1.0443 0.8830
H -3.6165 -0.6954 1.1802
H -1.4490 -2.0445 2.4207
H -0.3065 -1.8475 4.6367
O 0.3758 -0.2803 0.5838
S 0.4986 -0.4483 -1.2579
C 1.0543 0.7448 -2.6607
C 1.8849 0.0443 -3.5688
C 2.5185 0.7129 -4.6607
C 2.3772 2.0767 -4.7713
C 2.9443 3.0421 -5.7571
C 2.2876 4.4239 -5.4030
C 1.3242 4.0869 -4.3327
C 0.3517 4.8809 -3.7424
C -0.3473 4.3551 -2.6578
C -0.1287 3.0358 -2.1178
P -0.8762 2.7757 -0.4998
C -0.0624 4.1801 0.4012
C -0.5767 4.7138 1.5828
C -0.1732 5.9351 2.0547
C 0.8989 6.6067 1.4306
C 1.5367 5.9669 0.3763
C 1.1631 4.7019 -0.0666
C -2.6387 3.4117 -0.6176
C -3.2961 4.1581 0.3499
C -4.4816 4.8101 0.0742
C -5.1178 4.6530 -1.1617
C -4.5256 3.7829 -2.0756
C -3.3436 3.1625 -1.8097
C 0.7627 2.1265 -2.8383
C 1.4856 2.7565 -3.8912
C 2.0379 -1.2400 -1.1449
C 3.2577 -0.4941 -1.1681
C 4.5275 -1.0530 -1.1268
C 4.6312 -2.4443 -1.1941
C 5.7955 -3.3601 -1.2347
C 5.1621 -4.7945 -1.2318
C 3.6884 -4.5684 -1.3935
C 2.5990 -5.4951 -1.3951
C 1.3110 -4.9407 -1.2919
C 1.0742 -3.5804 -0.9781
P -0.4587 -3.1236 -0.1575
C -1.7272 -2.7725 -1.4267
C -3.0627 -2.5039 -0.9670
C -4.0748 -2.4179 -1.8668
C -3.8226 -2.7975 -3.1950
C -2.5614 -3.1135 -3.6168
C -1.4843 -3.0447 -2.7581
C -1.0047 -4.6345 0.5988
C -1.7436 -5.4511 -0.2967
C -2.2720 -6.6433 0.2178
C -2.1206 -6.9984 1.5649
C -1.3431 -6.2367 2.4211
C -0.7999 -5.0588 1.9338
C 2.1450 -2.6540 -1.0622
C 3.4474 -3.2048 -1.2329
H 1.9984 -1.0197 -3.5033
H 3.0347 0.1649 -5.4677
H 2.7390 2.5943 -6.7240
H 4.0159 3.1664 -5.7019
H 1.8364 4.9765 -6.2273
H 3.0823 5.0474 -4.9726
H 0.2190 5.8686 -4.1210
H -1.0115 5.0192 -2.0973
H -1.3422 4.1564 2.2032
H -0.6994 6.3988 2.8963
H 1.2859 7.6348 1.7698
H 2.3791 6.4698 -0.0741
H 1.7452 4.2026 -0.8220
H -2.9056 4.0517 1.3754
H -4.9946 5.4638 0.8151
H -5.9706 5.2628 -1.4278
H -5.1232 3.4752 -2.9370
H -2.8978 2.5216 -2.5846
H 3.2048 0.5853 -1.0887
H 5.4340 -0.4167 -0.9931
H 6.4698 -3.2147 -0.3759
H 6.3997 -3.2706 -2.1380
H 5.3887 -5.3010 -0.2776
H 5.5502 -5.4320 -2.0559
H 2.7437 -6.5782 -1.3983
H 0.4804 -5.6509 -1.4007
H -3.2446 -2.4979 0.1031
H -5.0754 -2.0916 -1.5272
H -4.6593 -2.7369 -3.9112
H -2.4012 -3.5810 -4.5977
H -0.4812 -3.2583 -3.1928
H -1.8643 -5.2106 -1.3614
H -2.9282 -7.2000 -0.4964
H -2.6053 -7.9488 1.8985
H -1.0870 -6.5878 3.4137
H -0.2363 -4.3787 2.5399
Se 1.8460 2.2392 2.5066
C 2.9501 0.8832 1.9486
N 3.4586 -0.1701 1.7785
O 2.3205 -3.1318 2.0638
C 1.8554 -2.1376 2.4266
```